(1)
63
Properties=species:S:1:pos:R:3:forces:R:3 method="wB97M-V/def2-TZVPD" e_tot_ev=-236243.0793 e_homo_ev=-7.0 de_lowest_kcal_mol=9.8 total_charge=0 orbital_gap_ev=6.80
Zr 0.93520 -0.43655 0.27619 1.489 0.191 -1.892
O 0.65047 -1.68596 4.36260 0.307 0.153 0.061
C 1.05806 -1.48265 3.22970 -0.562 -0.903 0.876
N 0.50521 -0.71308 2.29606 -1.563 0.709 0.357
C -0.85836 -0.33775 2.44419 -0.927 0.864 -0.772
C -1.39111 0.36036 3.50039 0.118 0.156 0.850
C -2.67172 0.90374 3.50228 -0.406 -0.043 -0.716
C -3.44777 0.82722 2.36390 1.779 -1.442 -1.013
C -2.92750 0.10793 1.24916 -1.581 0.437 0.498
C -1.71333 -0.50929 1.29999 1.231 -0.126 0.828
N -1.10977 -1.21335 0.25048 -0.101 0.286 0.330
C -1.69619 -1.97854 -0.64888 -1.332 -1.642 -2.202
O -2.88548 -2.22747 -0.96570 1.757 0.847 1.184
C -0.60629 -2.69641 -1.49324 -0.597 0.581 1.457
C -0.88323 -3.83883 -2.18724 0.025 -0.920 -1.398
C 0.13902 -4.42624 -2.94936 0.191 0.202 0.646
C 1.37034 -3.77860 -2.94918 -0.251 0.295 -0.511
C 1.59173 -2.63578 -2.15609 -0.527 -1.904 -0.477
N 0.62308 -2.17412 -1.38274 0.480 -0.019 0.358
C 2.13977 -2.30313 2.63973 0.047 -0.770 -0.717
C 2.81795 -3.24569 3.38946 0.770 0.037 -0.242
C 3.83957 -3.96438 2.78575 0.281 -0.937 0.580
C 4.10660 -3.79416 1.43054 -0.460 0.684 0.322
C 3.28645 -2.92306 0.73730 -1.711 0.619 -0.831
N 2.25189 -2.22182 1.30309 1.835 -0.501 0.349
H -0.80966 0.49260 4.38611 0.476 -0.014 0.364
H -3.08789 1.39885 4.36170 0.209 0.105 0.344
H -4.41650 1.22700 2.32011 -1.136 0.546 -0.057
H -3.51437 -0.06309 0.35164 -0.093 0.191 0.127
H -1.88188 -4.25801 -2.25971 0.036 0.313 0.439
H 0.00329 -5.39269 -3.47292 -0.013 0.897 0.210
H 2.10256 -4.11012 -3.66691 0.487 -0.081 0.262
H 2.57043 -2.20773 -2.06862 0.172 0.537 -0.170
H 2.55653 -3.37883 4.42058 -0.021 0.114 0.319
H 4.41346 -4.72397 3.36986 -0.516 0.819 -0.513
H 4.93203 -4.29157 0.95583 0.022 -0.158 -0.225
H 3.28715 -2.76347 -0.35436 0.690 -0.297 0.891
C -2.42891 5.31673 -2.13115 -0.525 0.733 1.140
Se -0.91703 4.12080 -2.22410 -0.024 0.156 -0.274
C -1.88467 2.54398 -1.60591 0.123 -0.835 -0.761
C -1.78268 1.29683 -2.52737 0.857 0.688 0.653
Se -0.07584 0.30074 -2.54787 -0.375 0.708 0.124
C 1.07465 1.60541 -3.39773 0.136 -0.313 0.348
H -2.68058 5.64891 -1.10081 0.150 -0.718 -0.364
H -3.32496 4.91942 -2.60475 0.174 -0.113 -0.082
H -2.17090 6.25551 -2.58403 0.282 0.273 -0.688
H -2.92896 2.86006 -1.59169 0.057 -0.102 0.306
H -1.48457 2.34234 -0.62302 -0.453 -0.390 0.128
H -1.99903 1.55886 -3.54965 -0.147 0.064 -0.379
H -2.45169 0.51593 -2.20709 -0.518 -0.176 0.213
H 0.42029 2.33844 -3.82052 -0.100 0.461 -0.459
H 1.63751 1.07259 -4.14549 0.126 -0.040 -0.336
H 1.76851 2.02359 -2.68038 -0.004 0.105 0.180
C -0.42428 3.69509 1.41829 -0.296 1.528 0.254
C 0.61259 2.80663 0.85520 0.644 0.056 0.333
N 1.88124 3.13606 0.68451 0.315 1.460 -0.010
O 0.25712 1.64105 0.60167 -0.314 -1.136 -0.206
H -0.78389 3.33809 2.37184 0.408 -0.328 0.544
H -1.32850 3.63472 0.84106 -0.229 -0.072 -0.647
H -0.17898 4.76724 1.50041 0.245 -0.544 -0.033
H 2.25218 4.10308 0.79495 -0.709 -1.398 -0.103
H 2.45857 2.39955 0.24724 0.171 0.072 0.078
Se 3.20309 0.21702 -0.64531 -0.598 0.039 0.123

(2)
52
Properties=species:S:1:pos:R:3:forces:R:3 method="wB97M-V/def2-TZVPD" e_tot_ev=-25766.7217 e_homo_ev=-9.5 de_lowest_kcal_mol=6.3 total_charge=0 smiles="CCCCC[C@@H](C(=O)O)[C@@H](C)CC(=O)NC1CCCCC1" orbital_gap_ev=10.16
C -5.26326 -2.68709 0.74847 -0.047 -0.004 -0.244
C -5.34469 -2.06671 -0.64139 0.010 0.192 0.155
C -4.41013 -0.86928 -0.81785 0.055 -0.311 -0.077
C -2.93217 -1.25453 -0.77145 -0.070 0.262 -0.160
C -1.99569 -0.10826 -1.16186 -0.084 -0.107 0.250
C -1.95899 1.01265 -0.11924 0.063 0.000 -0.385
C -1.31100 0.57041 1.17658 -0.439 0.092 0.393
O -1.61481 0.99508 2.25860 -0.050 0.098 0.136
O -0.37816 -0.38094 1.02929 0.277 -0.504 -0.228
C -1.31547 2.31255 -0.66435 0.101 0.045 0.207
C -1.30976 3.41452 0.39225 -0.029 -0.041 -0.065
C 0.08616 2.11555 -1.26592 -0.198 0.062 0.121
C 1.11690 1.52215 -0.31794 0.081 -0.030 -0.683
O 1.31979 1.93498 0.80560 0.002 0.261 0.426
N 1.83240 0.50846 -0.85468 0.225 -0.224 -0.220
C 2.88300 -0.18714 -0.14182 0.064 -0.065 -0.155
C 4.25446 0.11130 -0.75284 -0.011 0.097 0.420
C 5.34728 -0.61167 0.02901 0.030 -0.133 -0.323
C 5.08955 -2.11551 0.04838 0.028 0.094 0.325
C 3.71713 -2.41439 0.64479 0.043 -0.138 -0.344
C 2.62638 -1.69427 -0.14230 0.024 0.150 0.385
H -5.44320 -1.93334 1.51191 -0.009 0.057 0.137
H -4.28499 -3.12690 0.92325 0.095 -0.064 0.100
H -6.01053 -3.47004 0.85677 -0.029 -0.088 0.092
H -6.37045 -1.73481 -0.81951 -0.010 -0.060 -0.071
H -5.10868 -2.82458 -1.39236 -0.051 0.003 -0.080
H -4.62105 -0.40098 -1.78306 0.004 0.103 -0.005
H -4.63051 -0.13857 -0.03775 -0.055 0.110 -0.001
H -2.76791 -2.08413 -1.46406 0.009 -0.093 0.054
H -2.67037 -1.60102 0.22856 0.056 -0.138 0.035
H -0.98979 -0.50985 -1.28895 0.033 0.058 -0.114
H -2.32323 0.30964 -2.11745 0.038 0.036 -0.058
H -2.98398 1.28701 0.15050 0.147 -0.038 0.083
H 0.04400 -0.54277 1.88790 -0.201 0.217 0.012
H -1.96212 2.63561 -1.49151 0.056 -0.109 0.082
H -1.05145 4.36778 -0.06427 0.039 0.114 -0.040
H -2.28891 3.50470 0.85538 -0.121 0.051 0.047
H -0.58188 3.19470 1.16683 -0.012 0.068 0.057
H 0.45948 3.10236 -1.55388 0.030 -0.044 -0.059
H 0.01746 1.50698 -2.16868 0.052 0.025 -0.041
H 1.64366 0.19973 -1.79470 -0.125 0.118 0.056
H 2.85232 0.19877 0.88234 0.024 -0.072 -0.093
H 4.43111 1.18830 -0.73964 -0.047 0.025 -0.073
H 4.26593 -0.22218 -1.79422 -0.024 0.010 -0.093
H 6.32036 -0.40594 -0.42119 0.035 0.049 0.080
H 5.36526 -0.23357 1.05318 0.058 0.046 0.068
H 5.86472 -2.61686 0.63087 0.039 -0.058 -0.063
H 5.13415 -2.50472 -0.97161 0.036 -0.057 -0.057
H 3.53190 -3.49031 0.63411 -0.019 -0.005 0.096
H 3.69416 -2.08001 1.68409 -0.018 -0.028 0.096
H 1.64398 -1.89834 0.28647 -0.049 0.001 -0.085
H 2.62543 -2.05607 -1.17444 -0.052 -0.034 -0.094

(3)
13
Properties=species:S:1:pos:R:3:forces:R:3 method="wB97M-V/def2-TZVPD" e_tot_ev=-7794.4087 e_homo_ev="-7.5 / -7.5" de_lowest_kcal_mol=120.7 total_charge=0 orbital_gap_ev="8.29 / 8.29"
C 1.49608 0.26940 0.54109 -0.030 -0.179 0.200
O 0.97214 -0.72459 -0.19335 0.148 0.082 -0.025
C -0.33204 -0.53922 -0.68973 -0.300 -0.096 -0.090
C -1.43264 -0.73740 0.34486 -0.031 -0.010 0.089
C -0.41637 0.91561 -1.20115 0.576 0.455 0.351
N 0.38501 1.70716 -0.71238 -0.386 -0.694 -0.261
H 1.02369 0.47184 1.50632 -0.035 0.066 -0.160
H 1.29375 2.05603 -0.45038 0.097 0.063 0.063
H 2.58461 0.18953 0.57841 -0.205 0.188 -0.146
H -0.44082 -1.24821 -1.51342 -0.006 0.105 0.080
H -1.36912 -1.74296 0.76892 0.006 0.112 -0.053
H -1.35485 -0.00302 1.15224 0.002 -0.081 -0.107
H -2.40945 -0.61419 -0.13141 0.163 -0.013 0.058

(4)
50
Properties=species:S:1:pos:R:3:forces:R:3 method="wB97M-V/def2-TZVPD" e_tot_ev=-184819.0671 e_homo_ev=-17.5 de_lowest_kcal_mol=6.8 total_charge=+3 orbital_gap_ev=5.03
Pd 0.06488 -0.31680 -0.42766 0.538 -0.714 0.455
C 3.19165 -0.08018 -1.71802 0.055 -0.003 0.019
C 3.18883 -0.90222 -0.47594 -0.165 -0.007 0.110
C 4.37027 -1.50229 -0.02389 0.030 -0.038 -0.014
C 4.37537 -2.26634 1.11673 0.084 -0.041 -0.001
C 3.18034 -2.42768 1.82987 -0.043 -0.150 0.155
C 3.05822 -3.23014 3.05265 -0.467 0.209 -0.149
Br 4.50265 -4.05042 3.73451 0.364 -0.198 0.169
C 1.83386 -3.40576 3.74254 0.243 0.002 -0.108
C 0.69124 -2.82146 3.29099 0.160 0.255 -0.353
Br -0.91058 -3.02743 4.09359 -0.285 -0.019 0.113
C 0.73373 -1.96369 2.04150 0.479 -0.021 0.203
O -0.24998 -1.41099 1.61836 -0.282 -0.415 -0.096
C 2.04835 -1.80108 1.33659 -0.190 -0.110 -0.028
N 2.03833 -1.05660 0.21744 0.143 0.566 0.089
H 3.63759 -0.64167 -2.54047 -0.010 -0.018 0.007
H 3.81350 0.80732 -1.57450 0.007 -0.009 -0.011
H 2.19123 0.23181 -2.00300 -0.037 0.009 -0.047
H 5.28160 -1.36097 -0.59035 -0.017 -0.010 -0.016
H 5.28719 -2.74642 1.44731 0.015 0.048 0.003
H 1.81481 -4.02052 4.63310 0.032 -0.006 -0.001
N -6.05440 -1.87015 0.49679 0.092 -0.057 -0.060
C -4.72478 -2.03675 0.52381 -0.156 -0.059 0.096
O -4.11198 -2.67544 1.35822 0.010 0.108 0.029
C -3.91846 -1.36095 -0.56603 -0.037 -0.085 -0.105
C -4.29190 -1.16982 -1.88689 -0.021 0.054 0.011
C -3.38503 -0.59295 -2.77459 0.007 -0.066 0.004
C -2.12226 -0.26989 -2.33305 -0.025 -0.189 -0.070
N -1.76193 -0.49174 -1.05170 -0.602 0.590 -0.111
C -2.64109 -1.00120 -0.18155 0.048 0.088 -0.127
H -6.61103 -2.31674 1.20995 0.003 -0.034 0.001
H -6.52754 -1.29183 -0.17504 0.007 0.022 0.007
H -5.26520 -1.48614 -2.24271 -0.018 0.071 0.013
H -3.64746 -0.41354 -3.80791 0.019 -0.055 -0.010
H -1.37113 0.12942 -3.00199 0.015 0.049 0.037
H -2.33730 -1.15056 0.84184 0.039 -0.020 0.074
F -0.75323 6.51266 -0.46282 -0.016 0.006 0.004
C 0.44763 5.98314 -0.67869 -0.004 0.037 -0.018
F 0.88551 6.38013 -1.87228 0.016 0.003 -0.036
F 1.28877 6.41634 0.25579 0.020 0.006 0.017
C 0.36126 4.46416 -0.65662 -0.041 0.024 0.030
C -0.75433 3.82750 -1.17667 -0.001 -0.006 0.000
C -0.81047 2.45048 -1.14121 0.227 0.152 0.099
N 0.19494 1.71591 -0.63049 -0.245 0.020 -0.486
C 1.27848 2.33374 -0.14144 0.062 -0.020 0.027
C 1.39457 3.70753 -0.13110 0.045 -0.011 0.022
H -1.57730 4.39063 -1.59579 -0.008 -0.002 0.024
H -1.67056 1.92701 -1.51812 -0.041 0.035 0.000
H 2.06818 1.70739 0.25141 -0.049 0.009 0.031
H 2.27498 4.17517 0.28754 -0.002 -0.003 -0.002

Please write out number 3 again, unchanged.
13
Properties=species:S:1:pos:R:3:forces:R:3 method="wB97M-V/def2-TZVPD" e_tot_ev=-7794.4087 e_homo_ev="-7.5 / -7.5" de_lowest_kcal_mol=120.7 total_charge=0 orbital_gap_ev="8.29 / 8.29"
C 1.49608 0.26940 0.54109 -0.030 -0.179 0.200
O 0.97214 -0.72459 -0.19335 0.148 0.082 -0.025
C -0.33204 -0.53922 -0.68973 -0.300 -0.096 -0.090
C -1.43264 -0.73740 0.34486 -0.031 -0.010 0.089
C -0.41637 0.91561 -1.20115 0.576 0.455 0.351
N 0.38501 1.70716 -0.71238 -0.386 -0.694 -0.261
H 1.02369 0.47184 1.50632 -0.035 0.066 -0.160
H 1.29375 2.05603 -0.45038 0.097 0.063 0.063
H 2.58461 0.18953 0.57841 -0.205 0.188 -0.146
H -0.44082 -1.24821 -1.51342 -0.006 0.105 0.080
H -1.36912 -1.74296 0.76892 0.006 0.112 -0.053
H -1.35485 -0.00302 1.15224 0.002 -0.081 -0.107
H -2.40945 -0.61419 -0.13141 0.163 -0.013 0.058